# 1
{"formula": "CH3BrClN", "method": "ωB97M-V/def2-TZVPD", "relative_energy_kcal_mol": 92.6, "lumo_ev": -0.753, "total_charge": 0, "molar_mass_g_mol": 144.399, "energy_ev": -85136.68930, "orbital_gap_ev": 8.90, "species": ["C", "N", "Cl", "Br", "H", "H", "H"], "positions_angstrom": [[-0.5778, 0.1873, -0.2509], [0.3390, 0.0821, 0.8104], [-0.2008, -0.6770, -1.8732], [2.0941, 0.6682, 0.5871], [-0.6753, 1.3860, -0.4605], [-1.6693, -0.2210, -0.0026], [0.6902, -1.4255, 1.1897]], "atomic_forces_ev_per_a": [[-2.06, 1.79, -1.03], [0.75, -5.22, 1.99], [-0.01, 0.60, 0.94], [-0.07, 0.39, -0.53], [0.29, -3.00, 0.17], [2.70, 0.82, -0.10], [-1.61, 4.60, -1.44]]}

# 2
{"formula": "CH3BrClP", "method": "ωB97M-V/def2-TZVPD", "smiles": "CP(Cl)Br", "relative_energy_kcal_mol": 21.1, "lumo_ev": -1.196, "total_charge": 0, "molar_mass_g_mol": 161.366, "energy_ev": -92939.42921, "orbital_gap_ev": 8.92, "species": ["C", "P", "Cl", "Br", "H", "H", "H"], "positions_angstrom": [[-0.7569, -0.2522, 0.0366], [1.0007, -0.4942, 0.5040], [1.9111, 0.0645, -1.7752], [1.3417, 1.4407, 1.4578], [-1.4013, 0.0270, 0.8458], [-1.2002, -1.0960, -0.2448], [-0.8951, 0.3103, -0.8241]], "atomic_forces_ev_per_a": [[1.55, 1.50, 1.67], [0.46, 0.67, -2.49], [-1.03, -0.66, 2.44], [0.08, 0.11, 0.08], [0.07, 0.88, 0.70], [-1.20, -4.38, -1.15], [0.07, 1.88, -1.25]]}